1:
22
Properties=species:S:1:pos:R:3:lowdin_charge:R:1 method="wB97M-V/def2-TZVPD" homo_ev=-3.36 homo_lumo_gap_ev=6.909 charge=-1 lumo_ev=3.547
C -0.13 0.05 -0.02 -0.27
C -0.72 -1.25 0.54 -0.43
C -2.24 -1.34 0.33 -0.09
C -0.34 -1.44 2.02 -0.11
N 1.30 0.16 0.19 -0.06
C 2.04 0.89 -0.90 -0.50
O 2.04 2.22 -0.79 -0.30
H -0.33 -0.04 -1.10 0.11
H -0.69 0.89 0.40 0.12
H -0.17 -2.06 0.03 0.12
H -2.63 -0.47 -0.20 0.07
H -2.73 -1.17 1.29 0.06
H -2.56 -2.31 0.01 0.06
H -0.93 -2.24 2.48 0.06
H 0.71 -1.79 2.06 0.07
H -0.40 -0.48 2.53 0.07
H 1.46 0.63 1.07 0.09
H 3.06 0.46 -0.83 0.08
H 1.48 0.53 -1.79 0.08
H 1.26 2.91 -1.97 -0.03
H -0.16 2.72 -2.55 -0.01
O 0.70 3.12 -2.80 -0.18



2:
22
Properties=species:S:1:pos:R:3:lowdin_charge:R:1 method="wB97M-V/def2-TZVPD" homo_ev=-3.15 homo_lumo_gap_ev=6.835 charge=-1 lumo_ev=3.680
C -1.17 -1.19 0.85 -0.48
O -1.80 -1.92 -0.08 -0.34
C 0.13 -0.68 0.15 -0.40
C 0.78 0.60 0.85 -0.18
C 1.46 1.64 0.00 -0.34
C 1.99 2.91 0.51 -0.16
N 1.13 -1.68 -0.23 0.02
H -0.87 -1.75 1.82 0.10
H -1.79 -0.30 1.19 0.09
H -0.33 -0.38 -0.81 0.09
H 1.57 0.14 1.46 0.10
H -0.06 1.07 1.44 0.11
H 0.69 2.01 -0.82 0.15
H 2.24 1.08 -0.52 0.10
H 1.07 3.44 0.96 0.09
H 2.32 3.53 -0.26 0.04
H 2.53 2.92 1.46 0.06
H 1.36 -2.20 0.61 0.05
H 0.73 -2.36 -0.86 0.06
H -2.17 -0.81 -1.25 0.03
H -2.65 0.68 -1.39 -0.03
O -2.16 0.05 -1.88 -0.16



3:
22
Properties=species:S:1:pos:R:3:lowdin_charge:R:1 method="wB97M-V/def2-TZVPD" homo_ev=-2.93 homo_lumo_gap_ev=6.657 charge=-1 lumo_ev=3.727
C 0.88 1.68 2.35 -0.11
C 1.08 0.45 1.46 -0.30
N -0.09 -0.45 1.50 -0.06
C 0.30 -1.73 -0.57 -0.07
C -0.63 -0.76 0.18 -0.41
C -1.08 0.41 -0.74 -0.49
O -1.72 -0.03 -1.83 -0.32
H 1.42 2.57 2.03 0.06
H 1.19 1.43 3.37 0.06
H -0.17 1.98 2.42 0.06
H 1.92 -0.18 1.74 0.09
H 1.37 0.83 0.48 0.09
H -0.80 -0.03 2.08 0.08
H 1.37 -1.64 -0.39 0.06
H -0.08 -2.74 -0.39 0.06
H 0.11 -1.61 -1.64 0.06
H -1.57 -1.25 0.28 0.11
H -1.70 1.02 -0.01 0.09
H -0.18 1.05 -0.96 0.09
H -1.25 -0.49 -3.50 -0.01
H 0.13 0.06 -3.73 0.01
O -0.50 -0.56 -4.14 -0.14



Which one sits at the bottom of the stability order? 2 does.



1:
22
Properties=species:S:1:pos:R:3:lowdin_charge:R:1 method="wB97M-V/def2-TZVPD" homo_ev=-3.07 homo_lumo_gap_ev=6.775 charge=-1 lumo_ev=3.704
C -3.13 -0.07 1.14 -0.18
N -2.04 -0.82 0.57 -0.10
C -1.04 -0.02 -0.16 -0.43
C 0.22 -0.89 -0.35 -0.18
C 1.10 -0.33 -1.50 -0.50
O 1.76 0.83 -1.25 -0.34
C -0.64 1.27 0.54 -0.08
H -2.87 0.78 1.79 0.06
H -3.66 0.45 0.34 0.07
H -3.84 -0.71 1.63 0.06
H -1.51 -1.27 1.31 0.09
H -1.43 0.24 -1.15 0.13
H -0.02 -1.91 -0.64 0.10
H 0.79 -0.81 0.57 0.10
H 0.36 -0.29 -2.34 0.08
H 1.80 -1.15 -1.79 0.09
H 0.25 1.64 0.03 0.06
H -1.44 2.00 0.35 0.06
H -0.47 1.16 1.61 0.08
H 2.75 0.11 -0.05 -0.02
H 3.70 0.57 1.05 0.00
O 3.42 -0.24 0.61 -0.14



2:
22
Properties=species:S:1:pos:R:3:lowdin_charge:R:1 method="wB97M-V/def2-TZVPD" homo_ev=-3.63 homo_lumo_gap_ev=7.572 charge=-1 lumo_ev=3.939
C 0.34 -2.12 0.40 -0.06
C 0.79 -0.67 0.49 -0.46
C -0.20 0.26 1.28 -0.19
C -0.62 1.54 0.55 -0.21
C -1.52 1.21 -0.70 -0.43
O -1.09 0.12 -1.39 -0.30
N 2.16 -0.56 1.04 0.00
H -0.74 -2.15 0.47 0.07
H 0.87 -2.57 -0.43 0.07
H 0.70 -2.60 1.32 0.06
H 0.78 -0.20 -0.49 0.10
H -1.13 -0.30 1.42 0.10
H 0.36 0.50 2.19 0.09
H 0.26 2.07 0.19 0.10
H -1.25 2.08 1.26 0.09
H -2.55 1.20 -0.27 0.08
H -1.45 2.11 -1.33 0.09
H 2.17 -1.22 1.83 0.04
H 2.26 0.33 1.51 0.04
H -0.81 0.31 -2.74 -0.01
H 0.72 0.40 -3.02 -0.04
O -0.07 0.28 -3.56 -0.25



3:
22
Properties=species:S:1:pos:R:3:lowdin_charge:R:1 method="wB97M-V/def2-TZVPD" homo_ev=-2.54 homo_lumo_gap_ev=6.270 charge=-1 lumo_ev=3.725
C -2.03 -0.03 -1.80 -0.07
C -0.69 0.79 -1.37 -0.27
N -0.21 0.22 -0.09 -0.23
C -1.15 0.46 1.09 -0.11
C 1.23 0.71 0.17 -0.19
C 1.82 0.14 1.48 -0.48
O 1.21 0.86 2.42 -0.37
H -2.32 0.36 -2.75 0.04
H -2.67 0.14 -0.99 0.02
H -1.73 -1.06 -1.78 0.05
H 0.12 0.87 -2.15 0.10
H -0.98 1.83 -1.16 0.08
H -2.10 -0.12 1.12 0.04
H -1.69 1.47 1.07 0.08
H -0.54 0.16 2.01 0.08
H 1.85 0.41 -0.70 0.08
H 1.00 1.82 0.12 0.11
H 2.81 0.05 1.66 0.04
H 1.40 -0.98 1.48 0.08
H 1.34 -2.73 -0.72 0.03
H 1.46 -2.44 0.81 0.00
O 1.87 -2.95 0.07 -0.12



4:
22
Properties=species:S:1:pos:R:3:lowdin_charge:R:1 method="wB97M-V/def2-TZVPD" homo_ev=-3.67 homo_lumo_gap_ev=7.347 charge=-1 lumo_ev=3.680
C 1.76 -0.33 -2.03 -0.08
C 0.82 0.85 -1.54 -0.44
C 0.95 0.79 0.00 -0.20
C -0.39 0.85 0.75 -0.20
C -1.22 -0.42 0.50 -0.41
O -0.67 -1.52 1.12 -0.29
N 1.20 2.17 -2.08 0.02
H 1.06 -1.18 -1.92 0.08
H 1.97 -0.36 -3.10 0.05
H 2.69 -0.32 -1.47 0.06
H -0.13 0.50 -1.92 0.11
H 1.20 -0.26 0.25 0.10
H 1.69 1.48 0.41 0.10
H -0.93 1.71 0.34 0.09
H -0.26 0.88 1.84 0.11
H -2.25 -0.22 0.88 0.10
H -1.34 -0.66 -0.56 0.08
H 0.67 2.45 -2.89 0.05
H 1.07 2.80 -1.30 0.05
H -2.05 -2.87 2.65 -0.04
H -1.26 -1.78 2.25 -0.02
O -2.08 -1.99 3.07 -0.33



Which one sits at the bottom of the stability order? 3 does.



1:
10
Properties=species:S:1:pos:R:3:lowdin_charge:R:1 method="wB97M-V/def2-TZVPD" smiles="C=C=P.C=O" homo_ev=-9.36 homo_lumo_gap_ev=9.525 lumo_ev=0.168
C -0.55 1.90 0.40 -0.06
C -1.12 0.77 0.22 -0.57
P -1.67 -0.82 0.05 0.78
H -0.89 2.80 0.08 0.02
H 0.23 1.95 1.13 0.07
H -0.78 -0.82 -1.17 -0.07
C 1.22 -1.14 0.72 -0.26
O 1.72 -0.49 -0.15 -0.04
H 0.61 -2.03 0.49 0.03
H 1.48 -0.84 1.79 0.10



2:
10
Properties=species:S:1:pos:R:3:lowdin_charge:R:1 method="wB97M-V/def2-TZVPD" homo_ev=-10.01 homo_lumo_gap_ev=9.574 lumo_ev=-0.431
C -1.77 -1.69 -0.01 0.07
C -1.02 -0.71 0.00 -0.26
C 1.33 0.37 -0.42 -0.24
O -1.00 2.09 -0.15 -0.41
P -0.27 0.89 0.29 0.57
H -2.16 -2.55 -0.52 0.03
H 1.57 -0.45 0.20 0.01
H 1.31 0.01 -1.44 0.05
H 2.18 1.09 -0.28 0.07
H -0.17 0.97 2.33 0.11



Which one sits at the bottom of the stability order? 1 does.



1:
27
Properties=species:S:1:pos:R:3:lowdin_charge:R:1 method="wB97M-V/def2-TZVPD" smiles=O.O.O.O.O.O.O.O.O homo_ev=-10.36 homo_lumo_gap_ev=9.657 lumo_ev=-0.702
O 1.82 2.42 -0.51 -0.03
H 1.70 2.97 0.27 0.07
H 1.56 3.05 -1.16 0.04
O 0.35 -0.27 -0.15 -0.06
H -0.28 -0.59 -0.85 0.01
H 0.96 0.33 -0.52 0.01
O 0.34 -2.32 1.65 -0.05
H 0.62 -1.83 0.91 -0.03
H -0.55 -2.58 1.36 0.04
O -1.97 1.88 -0.62 0.01
H -1.22 1.88 -1.18 0.03
H -2.69 2.39 -0.90 0.04
O -0.70 -3.50 -1.65 -0.07
H -0.64 -2.53 -1.81 -0.01
H -1.33 -3.89 -2.26 0.02
O 3.47 1.32 1.53 -0.07
H 3.28 1.90 0.80 -0.03
H 2.57 1.12 1.84 -0.04
O -1.23 -0.96 -2.19 -0.03
H -2.13 -1.03 -1.87 0.08
H -1.11 -0.10 -2.57 0.07
O -2.36 -0.56 0.57 -0.08
H -2.43 0.37 0.28 0.00
H -1.44 -0.52 0.90 0.01
O 1.35 0.64 2.87 -0.03
H 0.53 0.73 2.36 0.05
H 1.52 -0.30 2.92 0.06



2:
27
Properties=species:S:1:pos:R:3:lowdin_charge:R:1 method="wB97M-V/def2-TZVPD" smiles=O.O.O.O.O.O.O.O.O homo_ev=-10.27 homo_lumo_gap_ev=10.099 lumo_ev=-0.176
O -0.32 0.89 1.13 -0.05
H -1.18 0.53 0.88 0.03
H 0.30 0.37 0.60 0.02
O 3.56 -0.42 -1.06 -0.06
H 3.30 0.48 -1.30 0.04
H 3.10 -0.57 -0.22 0.03
O 3.86 -1.24 2.66 -0.06
H 4.74 -1.61 2.65 0.04
H 3.28 -2.01 2.76 0.04
O 4.80 1.25 0.03 -0.07
H 4.50 1.82 -0.69 0.04
H 4.01 1.10 0.56 0.03
O -0.26 3.48 -1.29 -0.06
H -1.08 3.85 -0.94 0.03
H -0.54 2.74 -1.83 0.03
O -4.08 -1.50 -0.86 -0.07
H -4.24 -0.74 -0.29 0.03
H -3.21 -1.33 -1.24 0.04
O 1.32 -2.63 -2.54 -0.07
H 1.18 -2.88 -1.62 0.03
H 2.19 -2.22 -2.53 0.01
O -3.69 3.15 0.73 -0.06
H -4.25 3.80 1.17 0.04
H -4.29 2.68 0.14 0.03
O -3.95 -2.92 1.02 -0.08
H -4.60 -2.53 1.61 0.04
H -4.46 -3.53 0.48 0.04



3:
27
Properties=species:S:1:pos:R:3:lowdin_charge:R:1 method="wB97M-V/def2-TZVPD" smiles=O.O.O.O.O.O.O.O.O homo_ev=-10.88 homo_lumo_gap_ev=11.203 lumo_ev=0.320
O 1.87 -0.17 -0.89 -0.07
H 1.56 0.61 -1.39 0.03
H 1.48 -0.99 -1.31 0.06
O -0.06 -3.34 1.25 -0.12
H -0.20 -2.96 0.28 0.07
H 0.93 -3.49 1.33 0.07
O -0.51 -0.60 2.22 -0.10
H 0.51 -0.30 2.32 0.11
H -0.33 -1.45 1.77 0.02
O 0.08 -2.01 -1.61 -0.07
H -0.72 -1.40 -1.65 0.06
H 0.13 -2.48 -2.43 0.06
O -1.97 -0.07 -1.74 -0.03
H -2.25 0.20 -0.87 0.01
H -1.36 0.59 -2.01 -0.02
O -1.85 1.07 0.96 -0.09
H -2.63 1.05 1.52 0.07
H -1.57 0.22 1.39 0.00
O 0.26 2.65 0.52 -0.14
H 1.08 2.24 0.99 0.05
H -0.48 2.24 1.07 0.04
O 1.90 0.72 1.51 -0.25
H 1.71 0.35 0.52 0.03
H 2.92 1.24 1.53 0.19
O 0.14 1.71 -2.15 -0.13
H 0.28 2.54 -2.63 0.06
H 0.00 2.09 -1.15 0.09



4:
27
Properties=species:S:1:pos:R:3:lowdin_charge:R:1 method="wB97M-V/def2-TZVPD" smiles=O.O.O.O.O.O.O.O.O homo_ev=-10.25 homo_lumo_gap_ev=10.044 lumo_ev=-0.209
O -0.31 -0.21 0.24 -0.05
H -0.73 -0.53 -0.57 0.03
H -0.01 0.68 0.01 0.04
O -2.50 3.68 1.90 -0.07
H -2.90 3.33 1.10 0.04
H -3.10 4.39 2.16 0.04
O -1.70 2.18 3.51 -0.08
H -0.78 2.37 3.28 0.02
H -1.67 2.06 4.47 0.04
O 1.45 -2.37 2.69 -0.06
H 1.95 -3.17 2.51 0.03
H 0.95 -2.22 1.88 0.01
O -1.35 -4.35 1.43 -0.06
H -1.22 -3.72 0.71 0.02
H -2.25 -4.16 1.73 0.04
O -2.45 0.87 -4.06 -0.07
H -3.24 0.92 -4.62 0.03
H -1.73 0.72 -4.68 0.03
O 2.33 -2.49 -4.03 -0.08
H 1.53 -2.60 -3.50 0.05
H 2.06 -2.75 -4.91 0.06
O 3.62 -1.40 -2.79 -0.09
H 2.67 -1.26 -2.71 0.02
H 3.90 -1.61 -1.89 0.04
O 1.58 4.18 2.14 -0.06
H 2.27 4.18 1.47 0.03
H 1.62 3.29 2.52 0.03



Which one sits at the bottom of the stability order? 4 does.